No. 1
Computed, not measured: the molecule C2H4NP in a non-equilibrium geometry, with the ωB97M-V functional and the def2-TZVPD basis.

molar mass = 73.03 g/mol
HOMO-LUMO gap = 10.2 eV
energy above the lowest of the compared OMol25 structures with the same formula, charge and spin = 36.6 kcal/mol
HOMO = -9.35 eV
lowest unoccupied orbital energy = 0.032 hartree
SMILES string = CC1=[PH]=N1
energy = -12914.941 eV
maximum force = 4.95 eV/A

Last column: Mulliken charge in e.
Atoms and positions in Å:
C1 -0.440 0.262 0.057  0.360
C2 1.182 0.214 -0.273  -0.746
N1 -1.248 0.992 0.650  -0.430
P1 -2.088 -0.394 -0.130  -0.001
H1 1.634 1.208 -0.412  0.288
H2 1.197 -0.493 -1.220  0.255
H3 1.584 -0.636 0.381  0.269
H4 -1.822 -1.153 0.947  0.006

No. 2
Computed, not measured: a cluster of 15 separate species, H30O15 in total in a non-equilibrium geometry, with the ωB97M-V functional and the def2-TZVPD basis.

molar mass = 270.23 g/mol
HOMO-LUMO gap = 10.1 eV
energy above the lowest of the compared OMol25 structures with the same formula, charge and spin = 12.8 kcal/mol
HOMO = -10.25 eV
lowest unoccupied orbital energy = -0.007 hartree
energy = -31201.111 eV
maximum force = 2.57 eV/A

Last column: Mulliken charge in e.
Atoms and positions in Å:
O1 17.119 8.257 7.564  -0.635
H1 17.304 7.896 6.708  0.342
H2 16.668 9.051 7.313  0.266
O2 16.838 7.535 4.815  -0.672
H3 15.939 7.545 4.386  0.317
H4 17.194 8.383 4.547  0.299
O3 13.751 4.614 4.438  -0.600
H5 13.735 3.867 5.095  0.327
H6 12.851 4.550 4.124  0.303
O4 17.098 3.986 5.302  -0.774
H7 17.831 4.599 5.275  0.390
H8 16.436 4.590 5.667  0.130
O5 11.546 6.914 4.229  -0.636
H9 11.021 7.484 4.778  0.297
H10 12.322 6.808 4.727  0.415
O6 14.630 7.622 8.689  -0.677
H11 14.861 8.498 8.912  0.252
H12 15.355 7.217 8.224  0.296
O7 15.385 5.604 6.777  1.108
H13 14.928 5.131 7.430  0.067
H14 14.756 5.998 6.194  -0.306
O8 16.391 2.650 7.587  -0.554
H15 16.809 1.832 7.841  0.212
H16 16.709 2.942 6.705  0.351
O9 13.228 5.121 8.716  -0.570
H17 12.320 5.077 8.439  0.235
H18 13.410 5.826 9.305  0.231
O10 13.834 2.320 9.294  -0.676
H19 13.782 3.283 9.104  0.391
H20 13.592 2.245 10.227  0.296
O11 17.623 5.422 8.626  -0.752
H21 17.431 6.062 9.330  0.335
H22 17.025 5.532 7.863  0.180
O12 14.023 2.620 6.076  -0.698
H23 14.713 2.541 6.800  0.315
H24 13.236 2.447 6.605  0.355
O13 13.442 7.821 6.014  -0.584
H25 13.960 8.128 6.765  0.180
H26 13.470 8.548 5.392  0.325
O14 14.464 7.037 3.175  -0.673
H27 14.868 6.477 2.525  0.315
H28 14.127 6.436 3.839  0.213
O15 16.094 3.709 10.322  -0.693
H29 15.594 3.064 9.837  0.358
H30 16.409 4.258 9.580  0.394